1.
Molecular formula: Br3H3Si2
Method: DFT, ωB97M-V/def2-TZVPD

```
8
Br3H3Si2 ωB97M-V/def2-TZVPD
Si -0.907 0.306 0.616
Si 0.572 -0.287 -1.004
Br 0.178 0.783 2.564
Br 2.005 1.238 -1.765
Br -0.393 -1.359 -2.631
H -1.716 -0.827 0.679
H -1.714 1.467 0.568
H 1.976 -1.322 0.973
```

Results
* net charge: 0
* multiplicity: 1
* LUMO energy (alpha / beta): -0.05420 / -0.03802 Ha
* max |F|: 0.045 hartree/bohr
* gap between HOMO and LUMO (alpha / beta): 0.3079 / 0.2727 Ha
* total energy: -8302.81380 Eh
* ΔE to the lowest compared entry with this formula, charge and spin: 325.1 kJ/mol

***

2.
Molecular formula: C24H33N2O5PtS2
Method: DFT, ωB97M-V/def2-TZVPD

```
67
C24H33N2O5PtS2 ωB97M-V/def2-TZVPD
Pt 0.069 0.034 -0.086
C 0.956 -2.514 -3.778
C 0.905 -1.590 -2.612
N -0.187 -1.141 -2.103
O -1.390 -1.469 -2.674
C 2.106 -1.063 -2.013
C 3.457 -1.355 -2.584
N 1.941 -0.244 -1.014
O 2.872 0.406 -0.470
H -0.029 -2.943 -3.947
H 1.687 -3.300 -3.601
H 1.249 -1.967 -4.673
H -2.020 -0.939 -2.133
H 3.476 -1.137 -3.650
H 3.705 -2.405 -2.439
H 4.200 -0.744 -2.075
O -2.268 -0.095 -0.648
S -3.637 0.262 -0.132
C -3.855 -0.761 1.402
C -4.497 0.078 2.494
C -3.569 1.188 2.994
C -2.418 0.641 3.830
S -0.758 1.005 3.040
O -1.098 0.866 1.587
C -0.065 -0.564 3.603
C 0.354 -0.631 4.922
C 0.924 -1.801 5.394
C 1.062 -2.888 4.545
C 0.639 -2.814 3.226
C 0.077 -1.641 2.749
C -4.720 -0.768 -1.170
C -5.961 -0.287 -1.550
C -6.783 -1.080 -2.337
C -6.355 -2.334 -2.742
C -5.108 -2.804 -2.363
C -4.290 -2.023 -1.568
H -2.849 -1.079 1.668
H -4.462 -1.632 1.163
H -4.781 -0.568 3.328
H -5.414 0.523 2.106
H -4.145 1.905 3.576
H -3.167 1.716 2.126
H -2.493 -0.437 3.948
H -2.368 1.097 4.814
H 0.242 0.227 5.566
H 1.275 -1.855 6.413
H 1.513 -3.796 4.910
H 0.766 -3.658 2.566
H -0.215 -1.548 1.696
H -6.281 0.694 -1.234
H -7.756 -0.718 -2.636
H -6.995 -2.953 -3.350
H -4.768 -3.777 -2.681
H -3.323 -2.386 -1.261
C 3.379 1.126 3.524
C 3.186 2.487 2.845
C 2.088 2.214 1.797
O 1.638 0.873 2.002
C 2.777 0.173 2.497
H 2.809 1.073 4.453
H 4.422 0.903 3.735
H 4.104 2.810 2.356
H 2.882 3.255 3.553
H 2.503 2.291 0.789
H 1.218 2.864 1.892
H 3.479 0.002 1.674
H 2.452 -0.778 2.915
```

Results
* net charge: +1
* multiplicity: 1
* LUMO energy (alpha / beta): -0.14648 / -0.14538 Ha
* max |F|: 0.104 hartree/bohr
* gap between HOMO and LUMO (alpha / beta): 0.2534 / 0.2547 Ha
* total energy: -2335.28831 Eh

***

3.
Molecular formula: C4H4N2S
Method: DFT, ωB97M-V/def2-TZVPD

```
11
C4H4N2S ωB97M-V/def2-TZVPD
C -2.724 -0.035 0.111
C 2.085 -0.315 0.009
C -3.225 1.124 -0.084
C 2.985 -1.277 0.083
N 0.753 1.345 1.009
N 1.444 0.535 0.683
S -1.986 -1.369 0.481
H -3.591 1.461 -1.029
H -3.075 1.801 0.620
H 3.405 -1.880 -0.669
H 3.525 -1.732 0.901
```

Results
* net charge: 0
* multiplicity: 1
* LUMO energy: -0.01210 Ha
* max |F|: 0.086 hartree/bohr
* gap between HOMO and LUMO: 0.3004 Ha
* total energy: -662.31489 Eh
* ΔE to the lowest compared entry with this formula, charge and spin: 553.3 kJ/mol

***

The lowest max |F| belongs to which entry?
Br3H3Si2